C21H31As2O11S4SbSe2Tc | ωB97M-V with the def2-TZVPD basis set

Properties
Kohn-Sham gap (alpha / beta) ... 6.07 / 6.04 eV
LUMO energy (alpha / beta) ... -4.66 / -4.69 eV
Charge ... +1
ΔE to the lowest compared entry with this formula, charge and spin ... 417.07 kJ/mol

Each line ends with the Mulliken charge.
Atoms and positions in Å:
Tc1 0.86248 0.56686 -0.08952  0.338
O1 3.00056 2.38758 2.27602  -0.367
C1 3.67898 3.51200 1.74277  -1.297
C2 3.11845 3.83353 0.36918  2.134
C3 3.83272 5.13580 -0.06618  -1.379
O2 3.44110 5.60142 -1.34226  -0.526
C4 1.62798 4.14764 0.41909  -1.417
Se1 0.25628 2.76715 0.49409  0.031
C5 3.45000 2.77582 -0.68614  -1.572
Se2 3.12065 0.93152 -0.19562  0.078
H1 3.36062 2.18055 3.14510  0.267
H2 4.75752 3.32670 1.66705  0.416
H3 3.53348 4.39328 2.37864  0.460
H4 4.91636 4.98663 -0.02019  0.505
H5 3.57647 5.92909 0.63800  0.455
H6 3.94189 5.13617 -2.01919  0.341
H7 1.35417 4.69696 -0.48562  0.617
H8 1.40870 4.79550 1.26924  0.446
H9 4.51436 2.81060 -0.92938  0.517
H10 2.87359 2.95688 -1.59493  0.587
S1 -0.50064 0.61799 3.79602  -0.434
Sb1 -0.67090 -1.28086 2.71495  0.752
S2 -1.61460 0.19248 0.59072  -0.356
S3 1.32553 -1.46112 1.20380  -0.461
S4 -1.24682 -3.26032 3.43185  -0.443
C6 -1.91159 -2.34911 -6.06470  -0.847
O3 -2.04592 -2.64342 -4.65546  -0.248
C7 -2.20750 -1.57250 -3.88378  -0.299
O4 -2.20180 -0.43551 -4.27738  -0.524
C8 -2.30642 -1.98498 -2.43740  0.367
C9 -2.59946 -3.23493 -2.06330  0.227
As1 -4.42044 -3.90489 -2.54613  0.236
C10 -4.93434 -2.91525 -4.15005  -1.152
C11 -5.08714 -2.49994 -1.23432  0.708
C12 -4.46819 -1.50886 -0.58814  0.699
As2 -2.74359 -0.66745 -1.08390  1.375
C13 -3.38718 0.89189 -2.01617  -1.407
C14 -5.09352 -0.70398 0.52378  -0.329
O5 -4.99766 0.49655 0.55380  -0.569
O6 -5.59888 -1.46899 1.47397  -0.223
C15 -6.23161 -0.74436 2.55408  -0.789
C16 -6.56849 -2.67060 -0.97813  -0.108
O7 -7.32197 -1.76479 -0.75897  -0.549
O8 -6.92401 -3.94602 -1.13874  -0.354
C17 -8.33586 -4.21370 -0.99411  -0.758
C18 -2.24009 -3.61163 -0.64014  0.275
O9 -2.13794 -2.75420 0.20585  -0.032
O10 -2.01140 -4.87149 -0.35367  -0.376
C19 -1.86341 -5.87104 -1.38785  -0.794
H11 -1.90279 -3.31575 -6.55661  0.275
H12 -0.97843 -1.81900 -6.23749  0.335
H13 -2.74832 -1.74245 -6.40305  0.368
H14 -4.46835 -3.37522 -5.01748  0.337
H15 -4.71056 -1.85177 -4.10753  0.334
H16 -6.01505 -3.04912 -4.21601  0.471
H17 -4.32005 0.62764 -2.50997  0.461
H18 -2.64806 1.21765 -2.73728  0.489
H19 -3.57874 1.62658 -1.23693  0.467
H20 -6.73628 -1.50028 3.14528  0.272
H21 -6.94035 -0.02650 2.15018  0.343
H22 -5.47114 -0.23327 3.13952  0.306
H23 -8.47120 -5.23143 -1.34291  0.264
H24 -8.91232 -3.51097 -1.59007  0.338
H25 -8.61430 -4.12484 0.05313  0.306
H26 -1.23237 -6.63400 -0.94507  0.356
H27 -1.37611 -5.44852 -2.26451  0.347
H28 -2.83756 -6.28329 -1.63973  0.282
O11 0.36220 -2.24129 -1.31603  -0.530
C20 0.68157 -1.38487 -0.58841  0.914
C21 0.37452 0.71494 -2.15318  -0.798
H29 0.15043 -0.24471 -2.60570  0.223
H30 1.20797 1.17986 -2.67340  0.483
H31 -0.48707 1.37330 -2.20976  0.138

Forces on atoms 1 to 3 (eV/Å):
0.253 -0.185 -0.158
0.084 0.053 0.074
0.033 0.008 0.088

---

C21H31CeIN4O4PS | ωB97M-V with the def2-TZVPD basis set

Properties
Kohn-Sham gap (alpha / beta) ... 8.07 / 8.12 eV
LUMO energy (alpha / beta) ... -0.02 / -0.02 eV
Charge ... 0
Expectation value of S² ... 0.75
Multiplicity ... 2
ΔE to the lowest compared entry with this formula, charge and spin ... 0.00 kJ/mol

Each line ends with the Mulliken spin population.
Atoms and positions in Å:
Ce1 -0.10970 -1.18957 -0.29051  1.000
N1 1.15166 -3.30800 -1.45821  0.000
C1 2.40830 -3.70005 -0.77551  0.000
C2 2.11586 -3.54813 0.71621  -0.001
O1 1.81660 -4.51383 1.39361  0.000
N2 2.08170 -2.24923 1.16242  -0.002
C3 1.80072 -2.00131 2.58268  0.001
C4 0.28874 -1.85262 2.91917  0.000
O2 -0.03570 -1.71960 4.07758  -0.001
O3 -0.47580 -1.80496 1.86801  -0.003
H1 0.51177 -4.09955 -1.50934  0.000
H2 1.33799 -3.08055 -2.42961  0.000
H3 3.20003 -3.02564 -1.10191  0.000
H4 2.69799 -4.74138 -0.98651  0.000
H5 2.28164 -1.06402 2.84721  0.000
H6 2.21816 -2.79772 3.19926  0.000
S1 -4.31202 -2.38555 -2.65052  0.000
C5 -3.87386 -3.82707 -1.85339  -0.001
C6 -2.66651 -3.67986 -1.22223  0.000
C7 -2.06657 -2.38835 -1.36666  0.002
C8 -2.87228 -1.59222 -2.12988  0.000
C9 -2.57962 -0.21630 -2.55575  -0.001
C10 -3.42308 0.50866 -3.39438  0.000
C11 -3.00968 1.75370 -3.83785  0.000
C12 -1.78578 2.25413 -3.45749  0.000
C13 -1.01618 1.48396 -2.59807  0.001
N3 -1.40883 0.29071 -2.13029  -0.003
H7 -4.53776 -4.67739 -1.88437  0.000
H8 -2.20840 -4.46678 -0.62954  0.000
H9 -4.35480 0.10047 -3.73469  0.000
H10 -3.66124 2.33059 -4.47881  0.000
H11 -1.40546 3.19758 -3.79820  0.000
H12 -0.03815 1.80512 -2.28338  -0.001
N4 3.71583 -0.47263 -0.30505  0.003
C14 2.98150 0.04642 -1.23172  0.000
O4 1.68866 -0.09694 -1.32689  0.001
C15 3.55905 0.83851 -2.36553  0.000
I1 2.81165 2.80021 -2.39281  0.000
H13 2.75392 -1.62564 0.67975  -0.001
H14 4.70041 -0.24611 -0.42446  0.000
H15 3.20822 0.38720 -3.28784  0.000
H16 4.64870 0.87812 -2.35104  0.000
C16 -2.22175 0.71091 3.09479  0.001
C17 -0.81897 1.28779 2.98343  -0.001
P1 -0.23594 1.46295 1.26915  0.004
C18 1.47635 2.11060 1.37240  -0.002
C19 1.81441 2.84028 2.65394  0.000
C20 -1.25282 2.80577 0.56783  0.000
C21 -1.15932 4.12638 1.27262  0.000
H17 -2.51262 0.63255 4.14828  0.000
H18 -2.27093 -0.29617 2.68943  0.000
H19 -2.96491 1.33928 2.60396  0.000
H20 -0.12805 0.60519 3.47953  0.000
H21 -0.73752 2.24224 3.50918  0.000
H22 1.66009 2.74197 0.49557  0.000
H23 2.15181 1.25916 1.22936  0.001
H24 1.10774 3.64810 2.87785  0.000
H25 2.81471 3.27475 2.60563  0.000
H26 1.80058 2.15449 3.50210  0.000
H27 -2.26303 2.40497 0.56662  0.000
H28 -0.96859 2.90730 -0.47075  0.000
H29 -1.42420 4.06701 2.32620  0.000
H30 -1.84590 4.83255 0.80602  0.000
H31 -0.15881 4.53754 1.21339  0.000

Forces on atoms 1 to 3 (eV/Å):
-0.139 -0.290 0.026
0.021 -0.212 -0.333
-0.151 -0.153 -0.020

---

C21H31Cl5P2V | ωB97M-V with the def2-TZVPD basis set

Properties
Kohn-Sham gap (alpha / beta) ... 5.48 / 4.47 eV
LUMO energy (alpha / beta) ... -7.91 / -7.92 eV
Charge ... +2
Expectation value of S² ... 1.01
Multiplicity ... 2
ΔE to the lowest compared entry with this formula, charge and spin ... 121.23 kJ/mol

Each line ends with the Mulliken spin population.
Atoms and positions in Å:
P1 -0.26192 -1.56455 -2.30378  0.000
P2 0.67825 1.68663 -1.47018  -0.033
C1 0.08637 -0.18056 -3.55491  0.002
C2 1.14254 0.78296 -3.05577  0.003
H1 -0.88029 0.32140 -3.74379  0.001
H2 0.41081 -0.61903 -4.52121  0.000
H3 2.14067 0.31490 -2.98098  0.000
H4 1.27711 1.59208 -3.79210  0.000
C3 -0.32105 3.02712 -2.17922  -0.015
H5 -0.52132 3.77859 -1.40339  0.010
H6 -1.27985 2.64479 -2.56644  -0.002
H7 0.23158 3.49352 -3.01250  -0.001
C4 2.23617 2.50968 -0.98255  -0.012
H8 2.47621 3.28281 -1.73826  -0.007
H9 3.08433 1.80852 -0.94029  -0.007
H10 2.13215 3.00563 0.00776  0.014
C5 -1.77987 -2.64356 -2.77561  -0.001
H11 -1.72205 -3.57934 -2.19419  0.000
H12 -1.80809 -2.91411 -3.83396  0.000
H13 -2.73440 -2.16402 -2.50623  0.000
C6 0.67649 -2.80546 -3.47415  0.001
H14 1.68467 -2.39899 -3.62529  0.000
H15 0.14453 -2.90429 -4.43068  0.000
H16 0.72621 -3.76538 -2.95561  0.000
V1 1.54017 1.48070 2.08939  1.275
C7 -0.78592 0.55582 -0.81314  0.006
C8 -1.57525 -0.62894 -1.30309  -0.021
C9 -2.02007 -1.45995 -0.10439  0.003
C10 -0.97532 -2.54871 0.33196  0.000
C11 -0.07900 -2.93350 -0.78320  -0.002
C12 1.06908 -2.13160 -1.16438  0.007
C13 1.40592 -0.89007 -0.26865  0.017
C14 0.29000 0.08502 0.28786  0.216
C15 1.44657 -0.47326 2.99726  -0.096
H17 -1.48389 1.27344 -0.35262  0.008
H18 -2.43505 -0.25873 -1.91788  0.002
H19 -2.95411 -1.96811 -0.29434  0.000
H20 -2.21357 -0.85050 0.78836  -0.001
H21 -0.32355 -2.18682 1.14024  -0.001
H22 -1.54872 -3.43839 0.67018  -0.001
H23 -0.15034 -3.98073 -1.15751  -0.001
H24 1.99144 -2.57618 -1.55069  -0.002
H25 2.17576 -0.29493 -0.79422  0.019
H26 1.92183 -1.30988 0.60605  -0.017
H27 -0.24882 -0.30921 1.14717  0.057
H28 0.85098 1.06751 0.60707  -0.404
H29 2.02786 -0.20183 3.89648  0.008
H30 1.91715 -1.28387 2.43970  0.005
H31 0.42848 -0.79812 3.28925  0.005
Cl1 -2.35978 0.02039 3.03783  -0.001
C16 -1.40900 1.14650 3.90801  -0.019
C17 -0.26210 1.73492 3.36427  -0.028
C18 0.45233 2.65269 4.11342  0.001
Cl2 1.99273 3.29125 3.39581  0.002
C19 0.11906 2.96802 5.43703  0.012
Cl3 1.18825 3.86257 6.42269  0.000
C20 -1.08579 2.41724 5.97348  -0.005
Cl4 -1.54550 2.81567 7.55782  -0.001
C21 -1.86067 1.52205 5.20510  0.003
Cl5 -3.32040 0.92015 5.83099  0.000

Forces on atoms 1 to 3 (eV/Å):
-2.942 -0.485 -7.017
-2.802 0.087 -5.060
-0.763 -0.157 0.230

---

no.,energy (eV)
1,-349239.0563
2,-77588.3315
3,-129130.1304